1.
The following is a DFT calculation (ωB97M-V with the def2-TZVPD basis set) of a 14-piece molecular cluster, C3H34N2O13 overall.

Structure (XYZ):
```
52
Properties=species:S:1:pos:R:3
C 2.6584 -3.3284 0.1209
C 1.2631 -2.7323 -0.3732
N 1.3000 -1.2892 -0.5174
C 0.3635 -0.3931 -0.0503
N 0.6531 0.8324 -0.2248
H 2.4450 -3.9663 0.9874
H 3.1743 -2.4254 0.4947
H 3.3063 -3.5471 -0.7260
H 1.1015 -3.1556 -1.3799
H 0.5417 -3.0161 0.4576
H 2.1021 -0.8346 -0.9212
H -0.5824 -0.8478 0.2041
H 0.1899 1.6175 0.2015
H -1.2943 2.6527 -1.9131
H -2.5767 2.5380 -1.4033
O -1.8744 3.2184 -1.3314
H 2.4108 -1.8238 3.3424
H 2.9158 -0.9018 2.1117
O 2.7281 -0.9582 3.0825
H 0.8488 -1.1182 -3.6906
H 0.0416 -2.3687 -3.5108
O 0.9051 -2.0723 -3.8298
H 1.4313 1.2238 -2.1483
H 2.5702 0.7178 -2.9739
O 1.6096 0.7617 -3.0066
H -1.0698 4.0741 0.5914
H 0.4715 4.2741 1.1422
O -0.3600 3.8068 1.1852
H -3.2094 1.3822 1.1095
H -2.5615 0.0644 1.5982
O -3.2360 0.4191 1.0114
H -1.7811 -2.5943 -0.2368
H -3.2935 -2.5867 -0.0833
O -2.5943 -2.3479 -0.7052
H 4.0117 0.8660 1.0664
H 2.6175 0.5219 0.4897
O 3.4713 0.1455 0.7244
H -1.2287 3.0256 2.1487
H -2.5609 2.4299 2.7509
O -1.8384 2.2773 2.1324
H -2.8067 -0.7754 -1.5639
H -2.4752 0.6351 -0.8768
O -2.2567 0.0287 -1.6282
H 0.5287 0.1855 3.4422
H -0.7352 0.8743 4.0602
O -0.2055 0.0686 4.0686
H -0.5886 -0.9187 2.8236
H -0.8738 -2.5420 2.8138
O -0.7410 -1.7473 2.2948
H -0.0113 1.4395 -3.4950
H -1.5757 1.5648 -3.6792
O -0.7650 2.0485 -3.4913
```

## Properties
Total charge   0
LUMO energy   0.051 eV
Highest occupied orbital energy   -8.73 eV
Calculated total energy   -33260.21338 eV
Gap between HOMO and LUMO   8.78 eV

2.
The following is a DFT calculation (ωB97M-V with the def2-TZVPD basis set) of a 15-piece molecular cluster, C3H34NO15S overall.

Structure (XYZ):
```
54
Properties=species:S:1:pos:R:3
C -0.1730 0.0189 0.6707
C -1.6665 0.2729 0.2431
S -1.7247 1.5794 -0.9808
C -0.1662 -0.9406 1.8830
N 1.0938 -1.3003 2.3124
O -1.2349 -1.2893 2.3462
H 0.2324 1.0212 0.7853
H 0.3657 -0.5027 -0.1630
H -2.2185 0.4573 1.1667
H -2.0186 -0.6008 -0.3054
H 1.3604 -1.6610 3.1963
H 1.8918 -0.8386 1.8909
H -3.8419 -3.1661 -1.5647
H -4.0155 -2.0087 -2.7408
O -3.6129 -2.8552 -2.4554
H 0.0625 4.5829 -0.5271
H -0.1285 3.6002 0.6180
O 0.4717 3.8182 -0.1133
H -0.6596 1.9038 2.2867
H -1.8502 2.3193 3.2686
O -1.1272 2.6247 2.6982
H -1.1590 -1.3996 -1.9625
H -2.0799 -2.1442 -2.8833
O -1.1298 -1.9266 -2.7790
H 4.2469 -1.6190 -1.8213
H 5.0374 -0.5556 -0.7693
O 5.0431 -1.2948 -1.3720
H -3.5528 -3.4129 2.5125
H -2.9137 -2.2897 1.7831
O -3.7260 -2.8256 1.7723
H -0.1906 -3.4940 -2.5483
H -1.0503 -4.6216 -1.8489
O -0.1550 -4.2704 -1.9693
H 0.3479 0.8972 4.6234
H 1.0607 1.4129 3.2605
O 0.5502 0.7178 3.7031
H 3.9043 2.3175 0.4504
H 3.6711 3.7999 0.6327
O 4.2155 3.0774 0.9713
H 1.9810 1.1380 -1.1089
H 2.8089 0.0649 -0.2549
O 2.6602 1.0003 -0.4058
H 1.0653 -2.3551 -1.7411
H 1.9588 -3.2898 -0.9876
O 1.7954 -2.3329 -1.1179
H 2.9199 0.8761 -4.1494
H 1.4422 0.9602 -3.8180
O 2.0572 0.5913 -4.4728
H 1.7930 2.5441 -1.7930
H 0.2548 2.2926 -2.2150
O 1.2014 2.0528 -2.3852
H -3.1976 0.6398 3.5183
H -3.7634 1.7678 2.5350
O -3.4460 1.5657 3.4267
```

## Properties
Total charge   -1
LUMO energy   2.411 eV
Highest occupied orbital energy   -3.55 eV
Calculated total energy   -46702.66891 eV
Gap between HOMO and LUMO   5.96 eV

3.
The following is a DFT calculation (ωB97M-V with the def2-TZVPD basis set) of a 16-piece molecular cluster, C3H34O17S overall.

Structure (XYZ):
```
55
Properties=species:S:1:pos:R:3
O -2.1198 0.2382 1.0337
C -1.2863 1.1522 0.7839
O -1.3370 2.2917 1.3265
C -0.3043 0.9272 -0.3570
C 1.0788 0.2743 -0.0521
S 1.2055 -1.5251 -0.2714
H -0.0674 1.9162 -0.7443
H -0.8244 0.3888 -1.1497
H 1.7881 0.8272 -0.6601
H 1.1892 0.3993 1.0264
H 0.7202 5.0242 2.5831
H -0.2099 4.0467 3.2783
O 0.3458 4.8183 3.4437
H -3.8182 0.9219 1.8000
H -3.2182 2.2186 1.5732
O -4.0752 1.8578 1.8640
H 0.3415 2.4393 -3.9271
H 0.4843 1.3179 -5.0123
O 0.8702 2.1194 -4.6608
H -1.1613 -1.0248 -4.1872
H -0.7216 -1.6632 -2.8637
O -0.4980 -1.6037 -3.8017
H 3.6252 -2.1559 1.8910
H 4.2149 -2.1813 0.5929
O 4.5255 -2.2222 1.5117
H 5.2021 0.2733 0.5222
H 3.9787 0.1832 1.3495
O 4.6866 0.8076 1.1355
H -3.7376 1.6731 3.8492
H -2.3499 1.3457 3.5269
O -2.9799 1.2013 4.2310
H -0.2967 -3.7385 -3.0524
H -0.2708 -3.2830 -1.6063
O -0.7305 -3.8914 -2.2066
H -1.2315 -1.8298 -0.2987
H -2.4751 -1.1356 -0.1313
O -2.1281 -1.8728 -0.6772
H -1.8232 -3.1976 1.9273
H -1.8253 -3.7634 0.6305
O -1.8391 -4.0901 1.5476
H -1.0032 3.1946 -0.9908
H -2.2536 3.5326 -0.3841
O -1.6592 3.9003 -1.0584
H 0.8917 -4.4316 1.6039
H 1.8886 -4.1048 2.6431
O 1.1974 -4.7454 2.4503
H -2.5427 3.0476 -2.7035
H -3.9442 2.7946 -3.2512
O -3.0188 2.7867 -3.5085
H 1.2865 -1.6586 3.1878
H 1.3571 -2.0151 1.7030
O 1.9203 -1.9931 2.5423
H 4.1056 0.2626 -1.9294
H 4.2120 -0.3238 -3.3440
O 4.6353 0.2683 -2.7288
```

## Properties
Total charge   -2
LUMO energy   4.366 eV
Highest occupied orbital energy   -2.73 eV
Calculated total energy   -49309.64507 eV
Gap between HOMO and LUMO   7.10 eV

4.
The following is a DFT calculation (ωB97M-V with the def2-TZVPD basis set) of C3H35O15Y as an isolated structure.

Structure (XYZ):
```
54
Properties=species:S:1:pos:R:3
Y 1.6627 3.1958 1.8029
C -0.6284 0.1847 -1.1258
C -0.2239 0.5680 0.3044
C 0.5772 -0.5534 0.9690
O 0.5375 1.7635 0.2882
H -1.3465 0.9059 -1.5182
H -1.0814 -0.8070 -1.1810
H 0.1986 0.1366 -1.8374
H -1.1262 0.6825 0.8817
H 0.3127 -0.6561 2.0329
H 1.6590 -0.4753 0.9160
H 0.1901 -1.5447 0.7146
O 2.0974 -2.7610 -1.0436
H 1.2492 -2.9782 -1.4474
H 2.3367 -3.5449 -0.5342
O 4.2039 -0.7188 0.2494
H 4.9747 -1.2418 0.5131
H 3.4382 -1.2294 0.5526
O -0.5710 0.3725 4.2887
H -0.5398 0.6249 5.2232
H -1.2530 -0.3146 4.2431
O -0.5977 -2.7063 3.8757
H -0.0706 -3.4405 3.5047
H 0.0582 -2.0513 4.1328
O 1.1106 -4.0379 2.1017
H 1.3634 -4.7597 1.5129
H 0.8673 -3.3128 1.5129
O -4.7493 0.2892 -2.6577
H -4.5701 -0.3604 -1.9712
H -5.6780 0.1529 -2.8898
O 0.8952 0.2013 -5.0954
H 0.7797 0.7272 -4.2937
H 1.7109 0.5341 -5.4806
O -1.7067 -3.8692 -0.3881
H -0.9645 -3.4664 -0.8501
H -2.2306 -3.1262 -0.0693
O 3.4483 1.8378 0.8662
H 4.2420 2.2968 0.5405
H 3.6672 0.8672 0.7868
O 1.6564 1.3839 3.1632
H 0.7653 1.0278 3.4719
H 2.2712 0.6390 3.2704
O -0.7068 3.5847 -1.7354
H -1.6033 3.2496 -1.9201
H -0.2686 2.8994 -1.2073
O 1.2826 2.5460 -3.6171
H 0.6646 2.7969 -2.9044
H 2.1523 2.5221 -3.2030
O -3.3036 2.5495 -2.8197
H -3.1896 2.7088 -3.7641
H -3.9749 1.8206 -2.7688
O -3.4192 2.0084 1.5218
H -2.7256 1.5659 1.0439
H -3.8437 1.3122 2.0384
```

## Properties
Total charge   +2
LUMO energy   -9.434 eV
Highest occupied orbital energy   -14.30 eV
Calculated total energy   -35418.90469 eV
Gap between HOMO and LUMO   4.87 eV

5.
The following is a DFT calculation (ωB97M-V with the def2-TZVPD basis set) of a 15-piece molecular cluster, C3H36O17 overall.

Structure (XYZ):
```
56
Properties=species:S:1:pos:R:3
O -1.0444 2.2298 -2.5002
C -0.1048 2.3969 -1.5021
C -0.6707 1.6315 -0.2769
C -0.3890 0.1946 -0.3461
O -0.6365 -0.3558 0.9010
H 0.1828 3.5048 -1.1381
H -0.1869 2.0955 0.5246
H -1.6617 2.0925 -0.1454
H -1.1075 -0.2087 -1.1241
H 0.6923 -0.0340 -0.6243
H -4.0393 -0.2022 0.7367
H 3.7714 0.0471 3.0054
H 2.1434 0.2169 2.8672
O 3.1551 0.6460 2.6964
H 0.0941 -2.2983 -1.9686
H 0.0520 -3.4940 -1.0815
O -0.2889 -2.5953 -1.1729
H 1.3883 -3.5033 1.1105
H 4.0447 -2.3102 -0.5431
O 3.1695 -1.9827 -0.6587
H 0.3400 -0.4979 1.3845
H 1.1985 -2.1479 0.5157
O 1.2397 -2.5906 1.2963
H 1.0910 2.1113 -2.9206
H 3.3815 1.2487 -0.7152
O 0.9963 1.7711 -2.0389
H 0.6099 1.3010 3.9725
H -0.1906 0.9878 2.7831
O 0.3963 0.5851 3.3691
H 2.2605 -1.9689 -2.9390
H 1.2239 -1.1233 -3.5792
O 1.4555 -1.9971 -3.2442
H 3.7422 0.5116 0.7561
H 3.1553 -0.9998 -0.5776
O 3.8640 0.4106 -0.3199
H -0.2938 -0.6646 4.8961
H -0.3889 -1.5698 3.7121
O -0.7763 -1.4296 4.4353
H 2.5021 2.4198 1.2257
H 2.3536 3.7683 0.6045
O 2.1283 2.8953 0.3132
H -1.6708 -0.3518 -3.2404
H -0.9842 -1.3225 -4.4293
O -0.9273 -0.8405 -3.6615
H -1.9458 -2.2759 0.3032
H -2.6462 -2.8584 -0.9439
O -2.8919 -2.3782 -0.1168
H -3.4484 1.3162 0.9675
H -4.0828 0.3139 -2.3908
O -4.0033 0.7335 0.4905
H -1.7413 0.6773 1.6923
H -2.6986 0.6727 2.8501
O -2.1222 1.1898 2.3748
H -3.9939 1.1678 -1.1199
H -2.0069 1.7609 -2.3188
O -3.6897 1.1029 -2.1463
```

## Properties
Total charge   0
LUMO energy   -0.064 eV
Highest occupied orbital energy   -9.60 eV
Calculated total energy   -38498.73783 eV
Gap between HOMO and LUMO   9.54 eV